No. 1
Computed, not measured: 2 unconnected molecules or ions with the total composition C2H5NO4 in a non-equilibrium geometry, with wB97M-V/def2-TZVPD.

```
12
Properties=species:S:1:pos:R:3:forces:R:3
O -1.76786 1.90499 0.43558 -0.13 -0.17 0.03
C -1.25617 2.06615 -0.64987 0.22 0.15 -0.17
N -0.16279 1.39720 -1.10884 0.67 -0.24 -0.18
C 0.38712 0.17646 -0.60564 -2.16 0.29 -0.17
O 0.94501 -0.57416 -1.34465 0.93 0.10 0.39
O 0.00488 -0.06890 0.63637 0.60 -0.80 0.22
H -1.62606 2.77357 -1.40677 -0.10 0.14 0.23
H 0.18432 1.61744 -2.02586 -0.16 0.03 -0.23
H -0.76862 0.46656 0.91148 0.17 0.48 -0.11
O 0.96356 -3.35925 1.73306 0.00 0.23 -0.18
H 1.39174 -2.66111 1.22861 -0.29 0.22 -0.23
H 1.70487 -3.73894 2.19655 0.24 -0.42 0.39
```
Forces are in eV/Å.

Properties
Highest occupied orbital energy, eV: -11.2
Total charge: 0
Frontier orbital gap, eV: 11.71
Structure (SMILES): O=CNC(=O)O.O

***

No. 2
Computed, not measured: 2 unconnected molecules or ions with the total composition C4H7NO in a non-equilibrium geometry, with wB97M-V/def2-TZVPD.

```
13
Properties=species:S:1:pos:R:3:forces:R:3
N 0.48054 2.25262 -0.47817 -0.81 -3.11 1.96
C 1.33400 1.31742 0.17639 -1.31 0.97 -1.20
C 1.44861 0.02218 0.12008 2.62 -1.62 0.98
O 2.00447 -1.02386 0.22583 -1.50 0.92 -0.50
H 0.81196 3.11852 -0.28439 0.82 3.12 0.19
H 0.29631 2.07309 -1.40630 -0.26 -0.20 -2.25
H 1.96856 1.79287 0.87288 0.75 -0.07 0.91
C -1.65356 -1.67764 0.70428 1.42 1.15 0.37
C -1.14248 -1.45966 -0.52126 -0.68 -0.43 1.08
H -2.24368 -2.52050 0.89441 -0.81 -1.31 0.05
H -1.42729 -1.13234 1.68105 -0.24 -0.13 -1.87
H -0.56566 -0.53750 -0.65346 -0.22 -0.61 -0.51
H -1.31180 -2.22521 -1.33135 0.21 1.33 0.78
```
Forces are in eV/Å.

Properties
Highest occupied orbital energy, eV: -7.9
Total charge: 0
Frontier orbital gap, eV: 8.16
Structure (SMILES): NC=C=O.C=C

***

No. 3
Computed, not measured: a molecular structure, CH4N2O2 in a non-equilibrium geometry, with wB97M-V/def2-TZVPD.

```
9
Properties=species:S:1:pos:R:3:forces:R:3
C -1.24166 0.04947 -0.56440 -1.25 -1.21 -2.09
N 2.19020 -0.05467 0.58630 1.42 0.02 1.66
N 1.02953 -0.05476 0.87521 -2.21 0.85 -3.09
O 0.33248 0.15219 1.80637 0.48 -0.57 -0.03
O 0.11403 -0.19506 -0.67944 1.29 -0.26 1.80
H -1.90004 -0.93456 -0.78772 1.45 1.99 -0.20
H -1.45156 0.92114 -1.30819 -0.32 -1.43 1.56
H -1.57834 0.19863 0.44676 0.19 0.92 0.74
H 2.50536 -0.08239 -0.37488 -1.05 -0.30 -0.34
```
Forces are in eV/Å.

Properties
Highest occupied orbital energy (alpha / beta), eV: -10.0 / -10.0
Total charge: 0
Frontier orbital gap (alpha / beta), eV: 9.98 / 9.98

***

No. 4
Computed, not measured: a molecular structure, C35H29CrF5GeO2S4, with wB97M-V/def2-TZVPD.

```
77
Properties=species:S:1:pos:R:3:forces:R:3
Cr 0.52536 -0.97069 -0.29443 -0.06 -0.06 -0.64
F -3.27678 1.44476 5.16523 -0.02 0.05 0.05
C -2.56547 0.65632 4.37360 0.03 -0.07 -0.11
C -2.10838 1.12733 3.15187 -0.03 -0.12 0.08
F -2.38077 2.37057 2.76796 -0.01 0.03 -0.01
C -1.37188 0.28835 2.34072 -0.02 0.01 0.09
F -0.95735 0.76888 1.15738 0.01 0.09 -0.03
C -1.03841 -1.00756 2.70547 0.02 -0.03 -0.03
S -0.02201 -2.04928 1.72030 -0.02 0.01 0.38
C -1.51246 -1.45169 3.93286 -0.08 0.02 0.07
F -1.22072 -2.68104 4.35153 0.01 -0.03 0.02
C -2.27438 -0.64248 4.75976 0.06 0.00 -0.17
F -2.70679 -1.09732 5.92899 -0.02 -0.02 0.08
O -0.50639 0.55071 -1.49345 0.18 0.27 0.12
S -0.69153 1.78730 -2.33787 -0.10 -0.17 -0.03
C -1.81770 1.24541 -3.67770 0.01 0.04 -0.05
C -1.79821 -0.26591 -3.91567 0.06 0.08 -0.02
C -2.89915 -0.98261 -3.13866 -0.06 -0.09 -0.02
C -2.76228 -2.50420 -3.15345 -0.13 -0.03 0.13
S -1.76008 -3.16560 -1.77806 -0.02 0.27 0.01
O -0.73466 -2.07905 -1.54005 -0.05 -0.39 -0.25
C -2.92612 -3.02877 -0.43856 -0.07 0.06 -0.04
C -3.03132 -1.85901 0.30327 0.00 -0.05 -0.11
C -3.94245 -1.80653 1.34511 -0.05 -0.04 0.01
C -4.73051 -2.91192 1.63906 0.00 0.02 0.02
C -4.60449 -4.08001 0.90228 0.02 -0.03 -0.03
C -3.69036 -4.14659 -0.13966 -0.06 -0.01 0.03
C 0.79238 1.99367 -3.29660 0.07 -0.03 -0.05
C 1.13266 3.28813 -3.66140 0.00 0.00 -0.02
C 2.25657 3.49334 -4.44936 0.02 0.02 -0.02
C 3.03162 2.41399 -4.84663 0.02 0.01 0.02
C 2.69574 1.12417 -4.45269 0.05 0.02 0.00
C 1.57195 0.90722 -3.67513 -0.10 0.00 0.09
H -1.51349 1.81112 -4.55820 0.00 0.03 0.02
H -2.81002 1.59334 -3.38705 -0.01 -0.01 0.04
H -0.82765 -0.67483 -3.64058 0.02 -0.03 0.03
H -1.93107 -0.44937 -4.98436 0.01 0.01 0.01
H -3.86759 -0.72327 -3.57458 0.01 -0.02 0.02
H -2.92171 -0.62364 -2.11258 0.03 0.04 0.14
H -2.29628 -2.86393 -4.07175 0.09 -0.01 0.02
H -3.72627 -3.00645 -3.05596 0.01 -0.02 0.00
H -2.38488 -1.01772 0.08832 -0.07 0.01 -0.09
H -4.03248 -0.90460 1.93709 0.00 0.01 -0.01
H -5.43627 -2.86706 2.45761 -0.01 0.00 0.00
H -5.20550 -4.94468 1.14650 0.00 -0.01 0.00
H -3.56795 -5.06469 -0.70074 0.01 -0.01 -0.03
H 0.52971 4.12716 -3.33669 -0.02 0.00 0.01
H 2.52941 4.49654 -4.74650 0.00 0.01 0.00
H 3.90971 2.57939 -5.45607 0.01 0.00 -0.01
H 3.31560 0.28932 -4.75138 0.00 -0.02 0.00
H 1.30672 -0.08855 -3.34672 -0.01 0.00 -0.01
Ge 2.25186 -0.69368 1.75630 -0.14 0.14 0.40
C 1.61395 0.53078 3.10999 0.10 0.00 0.17
C 1.33294 0.06943 4.39627 0.01 -0.02 0.02
C 0.84113 0.93220 5.36387 0.00 0.01 0.00
C 0.61532 2.26607 5.05169 0.01 0.04 0.00
C 0.89662 2.73835 3.77702 0.00 0.02 0.04
C 1.39834 1.87497 2.81475 0.05 0.03 -0.08
C 3.57215 0.23591 0.64877 0.04 -0.03 -0.01
C 3.26498 1.24997 -0.25258 -0.12 0.08 -0.06
C 4.27157 1.93074 -0.91934 0.01 -0.01 -0.03
C 5.59994 1.59221 -0.70028 0.00 0.02 -0.02
C 5.91675 0.57629 0.18930 0.03 0.01 -0.04
C 4.90695 -0.09894 0.86083 0.04 -0.08 0.00
H 2.89602 -1.95136 2.33790 0.12 0.02 -0.04
H 1.48843 -0.97472 4.64754 0.02 0.00 -0.01
H 0.63214 0.56515 6.36050 0.00 -0.01 0.01
H 0.22793 2.93940 5.80514 -0.01 0.01 0.00
H 0.72713 3.77919 3.53475 0.00 0.01 0.00
H 1.61732 2.25926 1.82445 0.02 -0.01 0.02
H 2.23079 1.51810 -0.45292 0.00 -0.02 0.03
H 4.01759 2.72351 -1.61055 -0.01 0.02 -0.04
H 6.38708 2.12153 -1.22116 0.00 0.00 0.00
H 6.95124 0.30940 0.36006 0.01 -0.01 0.02
H 5.17311 -0.89094 1.55230 -0.02 0.00 0.01
S 3.25913 -2.38817 -2.05744 -0.10 0.14 0.15
C 2.16399 -1.61260 -1.33956 0.24 -0.19 -0.26
```
Forces are in eV/Å.

Properties
Highest occupied orbital energy (alpha / beta), eV: -10.0 / -11.1
Total charge: +1
Frontier orbital gap (alpha / beta), eV: 7.10 / 7.26
2S+1: 6

***

No. 5
Computed, not measured: a single C10H8N2 molecule in a non-equilibrium geometry, with wB97M-V/def2-TZVPD.

```
20
Properties=species:S:1:pos:R:3:forces:R:3
C 3.50527 0.02543 -0.13658 2.37 0.93 0.57
C 2.88905 -0.90587 0.63706 -5.22 1.98 -2.16
C 1.43465 -0.96835 0.60258 6.68 6.13 -4.10
C 0.80663 0.00439 -0.13724 -1.88 -1.18 0.25
C -0.70475 -0.00630 -0.15162 0.73 0.07 -0.64
C -1.33092 0.96073 0.59961 -8.88 -6.95 -4.77
C -2.79416 0.94392 0.64178 1.31 -1.65 -1.03
C -3.40341 -0.09735 -0.14487 -4.81 6.89 3.96
C -2.63885 -0.93714 -0.75672 -1.25 -3.38 -3.44
N -1.34173 -0.92876 -0.88705 1.55 -0.35 0.88
N 1.40489 0.92223 -0.85582 -0.61 0.76 0.15
C 2.70865 0.95701 -0.79565 -2.26 -5.48 4.36
H 4.65247 0.14002 -0.16897 -2.03 -0.32 -0.03
H 3.26308 -1.61437 1.19844 2.80 -3.30 2.64
H 0.91123 -1.58368 1.07294 -4.11 -5.50 4.12
H -0.94478 1.61272 1.09100 5.33 7.49 5.70
H -3.44915 1.58109 1.26319 0.86 -0.03 -0.50
H -4.62518 0.01268 -0.34177 3.48 -0.88 0.80
H -3.39583 -1.58673 -1.24678 1.91 -0.91 -0.74
H 3.05283 1.46834 -1.48353 4.03 5.69 -6.01
```
Forces are in eV/Å.

Properties
Highest occupied orbital energy, eV: -9.6
Total charge: 0
Frontier orbital gap, eV: 10.23
Structure (SMILES): c1ccc(-c2ccccn2)nc1

***

No. 6
Computed, not measured: a molecular structure, C3H2N4O in a non-equilibrium geometry, with wB97M-V/def2-TZVPD.

```
10
Properties=species:S:1:pos:R:3:forces:R:3
C 1.59596 0.84870 0.00248 0.88 0.17 -0.17
C 0.43359 0.08885 0.01842 -0.51 -0.09 0.00
C -0.98051 0.11805 0.08734 2.94 -0.86 0.67
N -2.07045 0.76271 -0.00289 -2.90 -0.07 -0.91
N 0.26714 -1.27112 -0.13657 -1.54 0.44 0.48
N -1.10246 -1.24181 0.00460 0.81 -0.95 -0.43
N -3.14766 0.50430 -0.18344 -1.27 1.74 0.28
O 2.67977 0.33874 -0.15765 1.36 -0.83 -0.14
H 1.59882 1.91446 0.12456 -0.81 1.05 0.21
H 0.72580 -2.06287 0.24314 1.03 -0.62 0.01
```
Forces are in eV/Å.

Properties
Highest occupied orbital energy (alpha / beta), eV: -8.4 / -8.4
Total charge: 0
Frontier orbital gap (alpha / beta), eV: 6.69 / 6.69

***

No. 7
Computed, not measured: a single ClH4N2OPS molecule in a non-equilibrium geometry, with wB97M-V/def2-TZVPD.

```
10
Properties=species:S:1:pos:R:3:forces:R:3
N 1.64363 0.13989 0.69515 0.27 1.39 -2.48
N 0.34533 0.63166 0.82102 -1.57 -0.38 0.12
P -0.85294 -0.23088 -0.02019 0.03 -0.58 0.56
O -0.49438 0.23117 -1.52749 -1.57 -2.69 -2.14
S -1.07426 -2.13403 0.35834 0.34 1.40 -0.46
Cl -2.50159 0.88369 0.39209 0.22 -0.04 -0.02
H 1.70565 -0.56926 1.35390 0.74 -1.98 0.71
H 1.78671 -0.06072 -0.32187 0.52 -0.65 1.56
H 0.36418 1.55563 0.46746 -0.36 1.37 0.01
H -0.92233 -0.44716 -2.21842 1.38 2.16 2.14
```
Forces are in eV/Å.

Properties
Highest occupied orbital energy, eV: -9.5
Total charge: 0
Frontier orbital gap, eV: 9.89
Structure (SMILES): NN[P@@](O)(=S)Cl

***

No. 8
Computed, not measured: a molecular structure, C26H35BIrN10O4 in a non-equilibrium geometry, with wB97M-V/def2-TZVPD.

```
77
Properties=species:S:1:pos:R:3:forces:R:3
Ir -0.45140 -0.28962 0.17095 -0.22 0.05 -1.25
C -3.58128 -1.56299 1.97792 0.11 -0.01 0.00
C -3.58864 -0.16853 1.47191 0.14 0.00 -0.05
C -4.57901 0.78668 1.66903 0.52 0.51 -0.47
C -4.12890 1.94344 1.03301 -0.27 -1.05 0.54
C -4.83528 3.23862 0.95742 0.05 0.34 -0.24
N -2.92828 1.66013 0.48996 -0.08 0.79 0.02
N -2.59821 0.37811 0.75415 2.09 -1.09 -0.54
B -2.02076 2.61022 -0.30009 -0.63 -1.24 -0.69
N -0.70407 2.80451 0.47914 -0.07 -1.74 0.09
N 0.05134 1.77194 0.85960 -2.93 -1.74 -1.85
C 1.18191 2.23519 1.42090 2.12 2.14 1.11
C 2.24087 1.34100 1.92206 -0.10 -0.26 -0.03
C 1.12621 3.62967 1.41024 0.72 -1.42 0.33
C -0.08190 3.96519 0.80616 0.19 0.95 0.15
C -0.65454 5.30330 0.56009 0.28 -0.19 0.22
N -1.64761 1.95392 -1.64680 -0.60 1.04 -0.03
N -0.87059 0.86420 -1.71713 1.22 -1.85 1.39
C -0.59733 0.61393 -3.01363 -0.04 0.02 0.36
C 0.29126 -0.47150 -3.47867 0.16 -0.23 0.15
C -1.24337 1.56580 -3.79036 -0.29 0.35 0.79
C -1.90137 2.40999 -2.89674 0.62 -0.81 -0.35
C -2.73256 3.58117 -3.22716 -0.28 0.35 0.24
H -4.59734 -1.95090 2.00081 0.01 -0.06 -0.05
H -3.19957 -1.58006 3.00067 0.04 -0.06 -0.04
H -2.95862 -2.19719 1.34996 0.01 -0.12 0.05
H -5.50030 0.66044 2.19741 -0.23 -0.04 0.11
H -5.72085 3.20122 1.58765 0.05 0.04 -0.01
H -5.14994 3.46051 -0.06216 -0.05 0.00 -0.03
H -4.19812 4.05759 1.28417 -0.04 0.10 0.10
H -2.56113 3.63627 -0.47872 -0.02 0.35 0.03
H 1.98017 0.30210 1.73193 0.13 0.01 0.04
H 2.40290 1.49300 2.98865 -0.05 0.06 0.07
H 3.18194 1.56439 1.42073 0.04 -0.01 -0.07
H 1.86697 4.30074 1.78973 0.18 0.20 0.10
H -0.01552 6.07179 0.98571 0.06 -0.04 0.00
H -1.64318 5.38100 1.01076 -0.17 -0.05 -0.04
H -0.76277 5.49631 -0.50746 -0.08 -0.09 -0.15
H 1.30037 -0.32077 -3.09183 0.04 -0.05 -0.05
H 0.33338 -0.48283 -4.56280 0.01 0.02 -0.05
H -0.06335 -1.43934 -3.13177 0.03 0.00 -0.13
H -1.22726 1.64372 -4.85773 0.00 0.01 -0.22
H -2.74187 3.72608 -4.30465 -0.01 0.03 0.04
H -2.35348 4.48496 -2.75160 0.01 0.09 -0.07
H -3.75824 3.44408 -2.88520 -0.06 0.00 -0.05
O 3.16395 -4.88800 -1.74999 1.12 0.30 -0.13
C 1.94363 -5.30233 -1.59522 -0.96 -0.30 0.17
O 1.62344 -6.46330 -1.53174 0.16 0.22 -0.12
C 0.84882 -4.27851 -1.45829 -0.26 0.53 0.07
C -0.50328 -4.57168 -1.58742 0.71 0.14 0.06
N -1.18379 -3.45415 -1.30794 -0.67 -0.08 0.13
N -0.36831 -2.44458 -1.00175 -0.07 1.96 1.25
C 0.87187 -2.91666 -1.09265 0.28 -0.15 -0.09
C 2.03683 -1.96121 -0.88416 -0.74 -2.79 -1.22
O 3.12170 -2.30632 -1.33079 0.09 0.83 0.48
O 1.73220 -0.90657 -0.28589 -1.83 3.21 1.41
H 3.32208 -3.89915 -1.71193 -0.62 -0.51 0.04
H -0.97652 -5.48713 -1.87819 -0.16 -0.22 -0.03
H -2.18528 -3.32478 -1.33638 0.14 0.05 -0.02
N -0.30866 -1.62345 1.95008 0.35 1.32 -1.25
C -0.11974 -2.44071 2.75324 -0.25 0.69 -0.60
N -0.00649 -3.32250 3.67354 -0.08 0.24 0.03
C -1.18592 -4.00487 4.18509 -0.73 -0.70 0.16
C -1.10051 -5.50562 3.88218 -0.01 0.32 0.27
C 0.21281 -6.06839 4.41579 -0.03 -0.22 -0.35
C 1.38615 -5.31097 3.80500 0.01 0.24 0.30
C 1.27045 -3.82303 4.15075 0.92 -0.64 0.01
H -2.07977 -3.56351 3.74136 0.09 0.04 0.06
H -1.21600 -3.84704 5.26769 -0.03 0.06 -0.06
H -1.16858 -5.66547 2.80239 -0.03 -0.02 0.02
H -1.95202 -5.99157 4.35747 -0.05 -0.05 -0.07
H 0.28901 -7.12643 4.16521 -0.01 -0.01 0.06
H 0.23702 -5.99327 5.50560 0.02 0.02 0.03
H 1.39399 -5.43164 2.71828 0.03 -0.02 0.00
H 2.33008 -5.69081 4.19137 0.08 0.01 -0.02
H 2.08492 -3.25072 3.70581 -0.11 0.08 0.04
H 1.29711 -3.69741 5.23785 0.01 0.12 -0.09
```
Forces are in eV/Å.

Properties
Highest occupied orbital energy (alpha / beta), eV: -14.3 / -14.3
Total charge: +2
Frontier orbital gap (alpha / beta), eV: 6.99 / 3.91
2S+1: 2

***

Looking at relative energy (zero: lowest compared OMol25 entry of this formula, charge and spin) for the records above, in order, we have 22.4 90.9 113.1 27.9 91.3 102.7 0.0 85.0 kcal per mole.